No. 1
41
Properties=species:S:1:pos:R:3:forces:R:3 method="wB97M-V/def2-TZVPD" charge=-1 spin_multiplicity=1 e_homo_ev=-3.4 e_above_lowest_ev=3.7831 homo_lumo_gap_ev=5.64 lumo_energy_ha=0.0826 fmax_ev_per_a=2.61 energy_ha=-995.23678
C -12.696 5.699 -23.983 -0.427 1.512 -1.461
C -13.203 4.968 -22.812 -0.909 0.386 2.415
O -14.113 5.654 -22.000 0.294 -0.274 -0.916
H -13.513 5.978 -24.647 -0.338 -0.057 -0.230
H -11.970 5.170 -24.601 0.330 -0.147 0.146
H -12.321 6.662 -23.637 0.445 0.060 -0.029
H -12.300 4.807 -22.223 0.736 -0.703 0.475
H -13.560 3.987 -23.127 -0.265 -0.630 -0.195
O -15.098 9.814 -22.596 -0.197 0.388 0.058
H -15.075 8.887 -22.359 0.088 -0.514 0.120
H -14.505 9.885 -23.344 0.190 -0.030 -0.220
O -8.454 5.171 -19.725 0.311 -0.182 0.048
H -8.671 5.368 -20.636 -0.113 0.066 -0.222
H -9.138 5.606 -19.216 -0.271 0.139 0.155
O -17.669 3.049 -19.898 -0.280 -0.067 0.161
H -16.914 3.578 -20.154 0.255 0.312 -0.212
H -17.313 2.171 -19.764 0.065 -0.192 0.003
O -17.220 6.603 -17.092 -0.166 0.231 0.136
H -17.397 5.745 -16.705 -0.055 -0.231 0.034
H -16.369 6.502 -17.518 0.226 0.001 -0.190
O -12.440 3.883 -28.761 0.116 0.199 -0.195
H -13.337 3.836 -28.430 -0.235 0.043 0.155
H -12.101 2.993 -28.660 0.126 -0.189 0.058
O -11.710 8.257 -29.344 -0.168 0.198 -0.144
H -11.803 7.397 -28.935 -0.043 -0.351 0.088
H -11.069 8.714 -28.800 0.197 0.121 0.115
O -18.346 6.486 -23.421 -0.409 -0.033 -0.073
H -18.095 7.069 -24.137 0.104 0.134 -0.104
H -17.520 6.259 -22.995 0.424 -0.134 0.212
O -13.895 10.236 -26.387 0.084 0.238 0.175
H -13.390 9.697 -26.996 0.157 -0.187 -0.175
H -14.805 9.984 -26.541 -0.244 -0.067 0.016
O -9.798 0.965 -20.743 -0.050 -0.288 0.084
H -10.062 1.883 -20.801 -0.143 0.305 0.045
H -9.024 0.902 -21.303 0.174 -0.008 -0.111
O -13.843 3.143 -17.933 -0.002 -0.055 0.359
H -14.172 2.356 -18.367 -0.025 -0.165 -0.123
H -13.905 3.828 -18.599 0.046 0.286 -0.335
O -11.786 7.938 -18.836 0.267 -0.033 0.327
H -12.436 7.516 -19.398 -0.296 -0.258 -0.330
H -11.599 8.772 -19.267 0.001 0.176 -0.120


No. 2
9
Properties=species:S:1:pos:R:3:forces:R:3 method="wB97M-V/def2-TZVPD" charge=0 spin_multiplicity=1 e_homo_ev=-9.4 e_above_lowest_ev=0.6450 homo_lumo_gap_ev=10.51 lumo_energy_ha=0.0396 fmax_ev_per_a=2.42 smiles=c1cn[nH]c1 energy_ha=-226.20148
C -0.724 0.964 -0.025 0.303 -0.375 0.228
C -1.064 -0.402 0.022 -2.334 -0.583 -0.257
N -0.039 -1.197 -0.024 1.543 -0.313 0.527
N 1.032 -0.364 -0.001 0.050 -0.004 -0.251
C 0.655 0.932 -0.027 0.174 1.500 0.792
H -1.393 1.810 0.009 0.222 -0.039 -0.022
H -2.054 -0.910 0.106 0.853 0.848 -0.291
H 1.971 -0.741 0.081 -0.483 0.137 -0.175
H 1.320 1.807 0.157 -0.329 -1.172 -0.551


No. 3
4
Properties=species:S:1:pos:R:3:forces:R:3 method="wB97M-V/def2-TZVPD" charge=0 spin_multiplicity=1 e_homo_ev=-10.2 e_above_lowest_ev=0.0000 homo_lumo_gap_ev=11.48 lumo_energy_ha=0.0459 fmax_ev_per_a=2.25 energy_ha=-164.80534
H -1.557 0.791 -0.005 0.018 -0.144 0.015
N -1.131 -0.138 -0.004 0.652 0.190 0.077
N 0.109 0.009 0.010 1.577 0.043 -0.220
N 1.245 0.015 -0.005 -2.247 -0.089 0.128


No. 4
14
Properties=species:S:1:pos:R:3:forces:R:3 method="wB97M-V/def2-TZVPD" charge=0 spin_multiplicity=1 e_homo_ev=-8.7 e_above_lowest_ev=4.2538 homo_lumo_gap_ev=8.68 lumo_energy_ha=-0.0023 fmax_ev_per_a=9.02 smiles="CO[C@@H](C#N)C(N)=S" energy_ha=-738.84835
C -0.473 1.788 0.580 1.562 0.441 -0.523
O -0.434 1.264 -0.752 1.774 2.925 0.996
C 0.228 0.089 -0.801 0.914 -0.263 -0.930
C 1.674 -0.029 -0.399 5.888 -0.516 2.546
N 2.820 -0.204 -0.023 -6.789 1.013 -2.349
C -0.673 -0.940 -0.247 1.600 -2.448 1.109
N 0.011 -2.140 0.169 -8.591 2.617 0.836
S -2.234 -0.397 -0.233 -0.186 -3.032 0.600
H 0.438 1.554 1.140 0.467 0.252 -0.383
H -1.188 1.259 1.138 -1.562 0.224 0.690
H -0.542 2.860 0.458 -0.513 0.092 0.420
H 0.197 -0.081 -1.835 0.553 -0.826 -1.872
H 0.930 -2.388 0.085 2.587 -0.352 -0.132
H -0.752 -2.637 0.720 2.294 -0.128 -1.010


No. 5
34
Properties=species:S:1:pos:R:3:forces:R:3 method="wB97M-V/def2-TZVPD" charge=0 spin_multiplicity=1 e_homo_ev=-7.6 e_above_lowest_ev=2.9895 homo_lumo_gap_ev=8.12 lumo_energy_ha=0.0177 fmax_ev_per_a=6.43 smiles=CCc1c[nH]c(C)c1.O.O.O.O.O energy_ha=-710.20111
C -1.940 0.216 -3.321 -0.945 1.458 0.100
C -1.923 -1.040 -2.407 -0.701 -1.334 -1.466
C -1.180 -0.793 -1.198 0.409 2.621 3.647
C -1.668 -0.338 0.046 -1.047 -1.892 -0.864
N -0.627 0.005 0.886 1.465 -0.718 -3.140
C 0.591 -0.090 0.157 -3.778 -0.443 -1.646
C 1.891 0.000 0.785 1.104 1.652 1.074
C 0.200 -0.507 -1.129 1.137 -0.620 1.663
H -2.987 0.538 -3.752 1.950 -0.725 1.074
H -1.446 1.100 -2.788 -1.097 -1.118 -0.467
H -1.296 0.080 -4.161 0.354 -0.274 -0.836
H -1.427 -1.953 -2.868 -0.677 1.146 -0.169
H -2.948 -1.362 -2.181 0.147 0.103 0.012
H -2.717 -0.584 0.333 1.041 0.926 0.324
H -0.681 0.356 1.794 -0.315 0.676 1.556
H 2.741 0.043 0.044 -1.009 0.073 0.792
H 1.903 0.932 1.493 0.348 -1.989 -1.174
H 1.964 -0.930 1.339 0.635 -0.016 0.486
H 0.886 -0.982 -1.777 0.919 0.193 -0.963
O 1.707 2.934 -0.909 -1.406 -0.552 -2.174
H 0.814 3.354 -0.842 1.077 -0.454 0.172
H 1.610 2.397 -1.761 0.330 0.909 1.834
O 1.376 -3.588 -0.533 -2.374 5.778 1.518
H 0.480 -3.086 -0.741 2.795 -1.347 0.717
H 1.281 -4.374 -0.939 -0.448 -4.332 -2.168
O -1.076 -3.177 3.359 -1.881 0.329 0.169
H -1.893 -2.815 2.900 2.176 -0.619 0.425
H -0.275 -3.116 2.840 -0.272 0.301 -0.645
O -0.612 2.206 3.512 -2.613 0.398 -0.763
H -0.951 3.120 3.542 0.148 -0.639 -0.109
H 0.251 2.276 3.820 2.492 0.122 0.744
O 2.412 2.984 1.679 -4.507 -2.563 -0.036
H 2.460 2.734 0.765 0.487 0.333 -0.908
H 3.081 3.456 2.013 4.059 2.614 1.221


No. 6
15
Properties=species:S:1:pos:R:3:forces:R:3 method="wB97M-V/def2-TZVPD" charge=0 spin_multiplicity=1 e_homo_ev=-11.6 e_above_lowest_ev=1.4516 homo_lumo_gap_ev=11.90 lumo_energy_ha=0.0128 fmax_ev_per_a=0.29 smiles=O.O.O.O.O energy_ha=-382.17083
O -0.982 -0.332 0.724 0.219 0.079 0.114
H -0.890 -0.882 -0.054 0.037 -0.142 -0.223
H -1.928 -0.249 0.848 -0.240 0.070 0.082
O 0.335 -1.809 -3.760 -0.163 -0.132 0.171
H 0.415 -1.608 -4.693 -0.027 0.017 -0.255
H 1.062 -1.341 -3.351 0.194 0.113 0.119
O -2.534 4.609 2.919 -0.145 -0.182 0.060
H -1.832 5.064 3.386 0.196 0.078 0.153
H -2.630 5.093 2.099 -0.047 0.098 -0.218
O 0.285 -6.356 -1.053 0.058 -0.182 -0.112
H 0.024 -6.355 -0.132 -0.062 -0.049 0.238
H 0.264 -5.435 -1.310 0.004 0.237 -0.138
O 2.735 3.545 1.629 -0.019 0.224 0.077
H 3.581 3.124 1.478 0.230 -0.072 -0.008
H 2.094 2.931 1.270 -0.235 -0.158 -0.060


What did the fourth record say?
14
Properties=species:S:1:pos:R:3:forces:R:3 method="wB97M-V/def2-TZVPD" charge=0 spin_multiplicity=1 e_homo_ev=-8.7 e_above_lowest_ev=4.2538 homo_lumo_gap_ev=8.68 lumo_energy_ha=-0.0023 fmax_ev_per_a=9.02 smiles="CO[C@@H](C#N)C(N)=S" energy_ha=-738.84835
C -0.473 1.788 0.580 1.562 0.441 -0.523
O -0.434 1.264 -0.752 1.774 2.925 0.996
C 0.228 0.089 -0.801 0.914 -0.263 -0.930
C 1.674 -0.029 -0.399 5.888 -0.516 2.546
N 2.820 -0.204 -0.023 -6.789 1.013 -2.349
C -0.673 -0.940 -0.247 1.600 -2.448 1.109
N 0.011 -2.140 0.169 -8.591 2.617 0.836
S -2.234 -0.397 -0.233 -0.186 -3.032 0.600
H 0.438 1.554 1.140 0.467 0.252 -0.383
H -1.188 1.259 1.138 -1.562 0.224 0.690
H -0.542 2.860 0.458 -0.513 0.092 0.420
H 0.197 -0.081 -1.835 0.553 -0.826 -1.872
H 0.930 -2.388 0.085 2.587 -0.352 -0.132
H -0.752 -2.637 0.720 2.294 -0.128 -1.010


Among the records above, which one has the lowest charge?
C2H27O12


Look up the charge of the third one.
0